8
Properties=species:S:1:pos:R:3:forces:R:3 method="wB97M-V/def2-TZVPD" relative_energy_kcal_mol=163.7 max_force_ev_per_a=3.62 e_homo_ev=-8.32 orbital_gap_ev=8.95
C 1.244 -0.113 -0.247 -3.2454 1.2201 -1.0326
C -0.516 0.126 1.187 2.0844 2.8356 -0.3851
N 0.295 0.591 -0.892 0.3529 -1.3056 2.6108
O -0.877 0.512 -0.188 -1.9132 -1.5904 0.4061
O -0.999 -0.968 1.575 -1.0003 -1.1766 -0.1275
H 2.151 0.143 -0.660 2.5714 0.4476 -1.2049
H 0.029 1.249 -1.640 1.4590 -0.2091 0.1252
H -1.327 -1.540 0.865 -0.3089 -0.2217 -0.3920